No. 1
The following is a DFT calculation (ωB97M-V with the def2-TZVPD basis set) of C20H40AlNOP3S as an isolated structure.

```
! wB97M-V def2-TZVPD RIJCOSX def2/J DEFGRID3
* xyz 3 1
Al -1.26 2.11 -1.06
P 2.49 -1.38 2.80
P 0.88 2.32 0.00
P -1.16 -1.53 0.28
H 0.03 3.38 -3.49
C -0.71 2.62 -3.28
C -1.77 3.14 -2.48
H -1.63 4.19 -2.10
C 3.66 -2.22 1.70
C 3.33 -0.07 3.69
C 1.74 -2.51 3.96
C 1.11 3.87 -0.96
C 1.07 2.99 1.69
C 2.53 1.56 -0.19
C -2.55 -2.14 -0.76
C -1.68 -2.24 1.84
C 0.16 -2.63 -0.31
H -1.09 2.18 -4.22
H -2.78 2.84 -2.86
H 4.45 -2.67 2.32
H 4.10 -1.50 1.00
H 3.14 -2.99 1.13
H 4.12 -0.55 4.28
H 2.65 0.45 4.36
H 3.79 0.66 3.03
H 1.88 -3.53 3.61
H 0.67 -2.31 4.03
H 2.17 -2.38 4.94
H 2.05 4.34 -0.64
H 0.27 4.56 -0.73
H 1.13 3.68 -2.04
H 1.83 3.76 1.70
H 1.41 2.21 2.36
H 0.14 3.41 2.09
H 3.32 2.25 0.12
H 2.70 1.31 -1.24
H 2.63 0.64 0.41
H -2.90 -3.13 -0.43
H -2.24 -2.18 -1.80
H -3.34 -1.39 -0.68
H -2.57 -2.84 1.69
H -1.94 -1.43 2.52
H -0.85 -2.83 2.25
H -0.27 -3.58 -0.64
H 0.89 -2.79 0.49
H 0.67 -2.17 -1.16
C -1.31 -0.14 -2.92
C 0.07 -0.47 -3.12
C 0.36 -1.68 -3.72
C -0.66 -2.43 -4.36
C -1.96 -1.88 -4.50
C -2.26 -0.64 -3.86
O -1.72 0.34 -1.73
H 1.37 -0.89 1.97
H 0.88 0.18 -2.79
H 1.41 -2.05 -3.78
H -0.41 -3.43 -4.78
H -2.74 -2.32 -5.19
H -3.17 -0.05 -4.04
S -4.31 1.08 2.30
C -2.78 1.06 3.07
C -1.79 1.30 2.16
N -2.20 1.58 0.84
C -3.52 1.32 0.78
H -2.64 0.95 4.15
H -0.73 1.22 2.41
H -4.11 1.44 -0.12
*
```

HOMO energy (alpha / beta) in eV: -15.58 / -15.58
Lowest unoccupied orbital energy (alpha / beta) in eV: -11.24 / -11.23
Kohn-Sham gap (alpha / beta) in eV: 4.3444 / 4.3455

=====

No. 2
The following is a DFT calculation (ωB97M-V with the def2-TZVPD basis set) of C46H61HfN8O2Te as an isolated structure.

```
! wB97M-V def2-TZVPD RIJCOSX def2/J DEFGRID3
* xyz 2 2
Hf -0.24 1.48 0.81
C 0.29 -0.05 3.94
N -0.57 1.11 3.71
C -0.20 2.33 4.42
C -0.13 3.50 3.48
N 0.12 3.43 2.19
C 0.11 4.74 1.74
C 0.35 5.29 0.48
C 0.24 6.66 0.35
C -0.09 7.49 1.43
C -0.30 6.97 2.69
C -0.18 5.60 2.82
N -0.33 4.76 3.91
C 1.49 -0.01 3.05
N 1.62 0.76 1.98
C 2.85 0.44 1.43
C 3.51 0.96 0.32
C 4.72 0.38 -0.02
C 5.28 -0.66 0.72
C 4.66 -1.15 1.85
C 3.44 -0.58 2.20
N 2.56 -0.82 3.23
H -0.29 -0.95 3.70
H 0.62 -0.13 4.99
H -1.52 0.84 3.95
H 0.78 2.21 4.89
H -0.92 2.57 5.21
H 0.61 4.67 -0.36
H 0.41 7.12 -0.62
H -0.18 8.55 1.27
H -0.53 7.60 3.53
H -0.49 5.06 4.86
H 3.11 1.79 -0.24
H 5.27 0.76 -0.87
H 6.22 -1.09 0.41
H 5.10 -1.94 2.45
H 2.68 -1.50 3.96
N -2.40 0.93 -1.93
H -1.67 1.05 -2.61
H -2.10 1.36 -1.05
H -2.51 -0.06 -1.78
C -4.05 -2.56 2.01
C -4.16 -1.03 2.11
C -5.28 -0.53 1.19
C -4.46 -0.64 3.56
C -2.92 -0.38 1.69
C -1.90 0.19 1.35
H -4.97 -3.00 2.38
H -3.22 -2.93 2.61
H -3.91 -2.87 0.98
H -6.23 -0.99 1.47
H -5.07 -0.78 0.15
H -5.38 0.55 1.26
H -5.41 -1.07 3.87
H -4.52 0.44 3.67
H -3.68 -1.03 4.22
C 1.44 1.60 -2.78
C 0.84 1.44 -1.41
O 0.54 2.53 -0.76
N 0.57 0.33 -0.81
Te 1.89 -1.59 -1.07
C 3.34 -3.03 -1.89
C 4.37 -2.66 -2.74
C 4.46 -1.27 -3.31
C 5.36 -3.58 -3.08
C 5.33 -4.87 -2.58
C 6.40 -5.86 -2.92
C 4.29 -5.22 -1.72
C 3.29 -4.33 -1.38
C 2.20 -4.78 -0.45
C 0.21 -2.58 -1.96
C -0.83 -3.04 -1.14
C -0.82 -2.87 0.35
C -1.92 -3.67 -1.71
C -2.01 -3.89 -3.08
C -3.17 -4.59 -3.68
C -0.97 -3.42 -3.88
C 0.13 -2.77 -3.34
C 1.21 -2.31 -4.28
H 0.65 1.88 -3.48
H 1.90 0.68 -3.13
H 2.16 2.41 -2.77
H 3.91 -0.57 -2.69
H 4.05 -1.25 -4.32
H 5.50 -0.95 -3.37
H 6.14 -3.28 -3.76
H 7.13 -5.43 -3.60
H 5.97 -6.75 -3.39
H 6.91 -6.19 -2.01
H 4.26 -6.22 -1.31
H 2.42 -5.77 -0.07
H 1.25 -4.82 -0.98
H 2.11 -4.10 0.39
H 0.16 -2.56 0.71
H -1.09 -3.81 0.83
H -1.54 -2.11 0.64
H -2.71 -4.02 -1.07
H -3.83 -4.99 -2.92
H -2.84 -5.41 -4.31
H -3.75 -3.91 -4.31
H -1.02 -3.58 -4.95
H 0.78 -2.04 -5.24
H 1.93 -3.11 -4.44
H 1.73 -1.45 -3.85
C -2.97 4.40 -1.49
N -3.53 4.37 -0.15
C -4.76 5.08 0.09
C -2.96 3.59 0.74
C -3.56 3.43 2.10
O -1.91 2.96 0.44
H -3.46 5.18 -2.07
H -3.13 3.44 -1.98
H -1.90 4.60 -1.44
H -4.83 5.92 -0.60
H -4.80 5.48 1.11
H -5.63 4.43 -0.06
H -4.52 2.92 2.01
H -3.73 4.38 2.60
H -2.89 2.82 2.71
*
```

HOMO energy (alpha / beta) in eV: -12.30 / -12.51
Lowest unoccupied orbital energy (alpha / beta) in eV: -4.30 / -6.23
Kohn-Sham gap (alpha / beta) in eV: 8.0050 / 6.2752

=====

No. 3
The following is a DFT calculation (ωB97M-V with the def2-TZVPD basis set) of a 2-piece molecular cluster, C4H11Br2N3O2 overall.

```
! wB97M-V def2-TZVPD RIJCOSX def2/J DEFGRID3
* xyz 0 1
C 2.30 -0.96 -0.37
C 1.30 2.01 0.10
C 0.88 -0.39 -0.43
C -2.25 -0.37 -0.74
N -0.11 -1.41 -0.27
N -2.58 0.28 0.33
N 0.70 0.74 0.51
O -1.85 1.27 0.82
O -2.92 -1.42 -1.13
Br -0.23 -2.14 1.38
Br -3.45 -1.15 1.98
H 2.52 -1.32 0.64
H 2.38 -1.79 -1.06
H 3.03 -0.20 -0.65
H 1.17 2.72 0.91
H 2.37 1.93 -0.12
H 0.78 2.38 -0.78
H 0.72 0.01 -1.44
H -1.54 0.03 -1.46
H 1.05 0.46 1.42
H -0.83 1.09 0.72
H -3.45 -1.77 -0.37
*
```

HOMO energy (alpha / beta) in eV: -7.82 / -8.74
Lowest unoccupied orbital energy (alpha / beta) in eV: -1.59 / -0.80
Kohn-Sham gap (alpha / beta) in eV: 6.2291 / 7.9378

=====

No. 4
The following is a DFT calculation (ωB97M-V with the def2-TZVPD basis set) of a 2-piece molecular cluster, C2H8NS2 overall.

```
! wB97M-V def2-TZVPD RIJCOSX def2/J DEFGRID3
* xyz -1 1
C 0.41 0.92 0.65
C -0.86 0.59 -0.18
S -0.58 -0.39 -1.70
N 1.58 1.30 -0.13
H 0.66 0.02 1.23
H 0.16 1.67 1.40
H -1.32 1.54 -0.49
H -1.57 0.06 0.46
H 1.48 2.23 -0.49
H 1.62 0.67 -0.93
S -0.51 -2.80 0.66
H -0.47 -1.84 -0.45
H -0.60 -3.97 -0.01
*
```

HOMO energy in eV: -3.11
Lowest unoccupied orbital energy in eV: 3.70
Kohn-Sham gap in eV: 6.8175

=====

No. 5
The following is a DFT calculation (ωB97M-V with the def2-TZVPD basis set) of C35H33ClN4S2Si2Tl as an isolated structure.

```
! wB97M-V def2-TZVPD RIJCOSX def2/J DEFGRID3
* xyz 1 1
C -0.06 0.82 5.31
C 0.88 1.21 4.32
C 0.15 1.53 3.13
H 1.95 1.32 4.48
C -1.23 1.31 3.39
C -1.36 0.91 4.74
H -2.31 0.77 5.27
H 0.18 0.61 6.36
H 0.58 1.89 2.19
H -2.05 1.46 2.68
Tl 1.87 -1.03 2.59
Si 1.13 0.80 -3.12
C 2.02 -0.23 -4.42
C 1.30 -1.21 -5.12
H 0.21 -1.26 -5.05
C 1.97 -2.16 -5.91
H 1.39 -2.95 -6.39
C 3.37 -2.10 -6.04
H 3.91 -2.85 -6.64
C 4.07 -1.07 -5.40
H 5.16 -1.02 -5.52
C 3.40 -0.14 -4.60
H 3.94 0.67 -4.09
C -0.43 1.23 -4.22
C -0.04 1.86 -5.43
H 1.01 2.03 -5.66
C -0.99 2.23 -6.39
H -0.67 2.74 -7.30
C -2.35 1.93 -6.21
H -3.07 2.22 -6.98
C -2.75 1.27 -5.04
H -3.81 1.01 -4.89
C -1.80 0.90 -4.07
H -2.18 0.32 -3.23
H 1.86 2.03 -2.77
Si -1.42 -0.44 -1.23
C -1.88 1.33 -0.73
C -1.08 2.48 -0.90
H -0.17 2.48 -1.52
C -1.41 3.69 -0.28
H -0.66 4.49 -0.24
C -2.70 3.89 0.20
H -2.98 4.87 0.60
C -3.60 2.82 0.22
H -4.63 2.95 0.58
C -3.18 1.57 -0.26
H -3.91 0.75 -0.27
C 0.53 -0.28 -1.54
C 1.25 0.61 -0.60
H 0.76 1.47 -0.15
C 2.55 0.35 -0.18
H 3.01 1.03 0.55
C 3.21 -0.79 -0.61
H 4.22 -1.01 -0.25
C 2.57 -1.71 -1.45
H 3.14 -2.60 -1.76
C 1.26 -1.53 -1.83
H 0.71 -2.32 -2.35
H -2.60 -1.26 -1.61
Cl -1.03 -1.73 0.49
N 3.52 -1.84 5.68
C 2.27 -2.19 6.01
N 1.22 -2.21 5.21
C 0.06 -2.51 5.93
C 0.29 -2.75 7.28
S 1.93 -2.51 7.72
C -1.25 -2.41 5.33
C -2.45 -2.48 6.05
S -3.79 -2.04 5.11
C -2.68 -1.80 3.74
N -1.42 -2.04 4.00
N -3.18 -1.26 2.62
H 4.25 -1.97 6.37
H 3.75 -1.77 4.69
H -0.48 -3.01 7.99
H -2.51 -2.77 7.09
H -4.19 -1.25 2.53
H -2.58 -1.34 1.78
*
```

HOMO energy (alpha / beta) in eV: -8.35 / -8.36
Lowest unoccupied orbital energy (alpha / beta) in eV: -4.90 / -4.89
Kohn-Sham gap (alpha / beta) in eV: 3.4530 / 3.4689

=====

No. 6
The following is a DFT calculation (ωB97M-V with the def2-TZVPD basis set) of an isolated molecule of C4H8O2.

```
! wB97M-V def2-TZVPD RIJCOSX def2/J DEFGRID3
* xyz 0 1
C -2.06 0.39 -0.28
C -0.86 -0.45 0.30
C 0.46 0.23 0.04
O 0.50 1.41 -0.26
C 1.80 -0.51 0.11
O 2.85 0.40 -0.03
H -2.85 0.65 0.44
H -2.41 -0.30 -1.02
H -1.78 1.35 -0.75
H -0.79 -1.48 -0.10
H -0.98 -0.61 1.38
H 1.87 -1.05 1.07
H 1.84 -1.28 -0.68
H 2.40 1.25 -0.23
*
```

HOMO energy in eV: -10.35
Lowest unoccupied orbital energy in eV: 0.86
Kohn-Sham gap in eV: 11.2086

=====

No. 7
The following is a DFT calculation (ωB97M-V with the def2-TZVPD basis set) of an isolated molecule of C2H5NO2S2.

```
! wB97M-V def2-TZVPD RIJCOSX def2/J DEFGRID3
* xyz 0 1
O 1.94 0.86 -1.33
S 1.41 0.57 -0.04
O 2.09 1.26 1.03
C -0.39 0.90 0.10
C -1.09 -0.45 0.39
N -0.34 -1.55 -0.29
S 1.22 -1.63 0.12
H -0.81 1.29 -0.88
H -0.42 1.62 1.00
H -0.99 -0.69 1.42
H -1.99 -0.41 -0.22
H -0.65 -1.79 -1.29
*
```

HOMO energy in eV: -8.99
Lowest unoccupied orbital energy in eV: 0.14
Kohn-Sham gap in eV: 9.1314

=====

No. 8
The following is a DFT calculation (ωB97M-V with the def2-TZVPD basis set) of a 2-piece molecular cluster, CH9N2 overall.

```
! wB97M-V def2-TZVPD RIJCOSX def2/J DEFGRID3
* xyz 1 1
N 0.64 -1.79 -0.92
H 0.90 -1.29 -1.79
H -0.16 -2.53 -1.21
H -0.13 -0.32 0.00
H 1.41 -2.43 -0.74
C 0.02 1.71 0.55
N -0.69 0.38 0.53
H 0.93 1.43 1.36
H 0.49 1.65 -0.58
H -0.67 2.46 0.79
H -1.58 0.39 0.01
H -0.96 0.21 1.58
*
```

HOMO energy in eV: -15.60
Lowest unoccupied orbital energy in eV: -3.68
Kohn-Sham gap in eV: 11.9156

=====

No. 9
The following is a DFT calculation (ωB97M-V with the def2-TZVPD basis set) of C15H14IrN4O2S2 as an isolated structure.

```
! wB97M-V def2-TZVPD RIJCOSX def2/J DEFGRID3
* xyz 2 2
Ir 0.79 -2.02 -1.07
C -0.34 -1.26 2.95
C -0.26 -1.53 1.49
N 0.86 -1.80 0.88
N 2.04 -1.86 1.56
C 2.97 -2.47 0.89
N 4.17 -2.68 1.42
S 2.70 -3.11 -0.76
C -1.47 -1.61 0.64
C -2.75 -1.47 1.12
C -3.82 -1.69 0.25
C -3.58 -2.06 -1.06
C -2.27 -2.17 -1.49
N -1.24 -1.94 -0.67
H 0.64 -1.11 3.37
H -0.83 -2.10 3.45
H -0.96 -0.37 3.11
H 4.34 -2.42 2.38
H 4.90 -3.13 0.91
H -2.92 -1.20 2.15
H -4.83 -1.59 0.61
H -4.39 -2.26 -1.75
H -2.02 -2.43 -2.51
O 0.55 5.86 -0.13
C -0.31 4.92 -0.54
O -1.49 5.11 -0.55
C 0.24 3.58 -0.98
C 1.55 3.38 -1.41
C 1.97 2.12 -1.81
C 1.05 1.06 -1.79
S 1.65 -0.48 -2.32
C -0.28 1.27 -1.40
C -0.67 2.53 -1.00
H 1.47 5.56 -0.14
H 2.26 4.20 -1.47
H 2.98 1.95 -2.14
H -1.00 0.47 -1.46
H -1.70 2.74 -0.72
*
```

HOMO energy (alpha / beta) in eV: -15.41 / -15.53
Lowest unoccupied orbital energy (alpha / beta) in eV: -9.37 / -9.56
Kohn-Sham gap (alpha / beta) in eV: 6.0390 / 5.9700